The following is a DFT calculation (the ωB97M-V functional and the def2-TZVPD basis) of C5H12N4 as an isolated structure.

XYZ file:
```
21
Properties=species:S:1:pos:R:3
C -1.8918 1.1940 0.5650
N -1.1575 0.0129 1.0097
C -1.0590 -1.2104 -0.4338
N -1.8783 -1.9632 -0.8360
H -1.4066 -0.2201 1.9714
H -2.1146 1.1762 -0.5038
H -1.3863 2.1526 0.7019
H -2.8771 1.3169 1.0224
C 1.2601 1.3140 0.7802
C 0.4691 -0.7813 -0.5941
N 0.6357 0.0416 -1.7764
N 1.3535 -1.9299 -0.7429
C 0.6169 -0.0423 0.7251
H 0.2398 -0.4622 -2.5648
H 1.6353 0.1427 -1.9365
H 0.9086 -2.5558 -1.4161
H 1.3777 -2.4568 0.1291
H 0.9483 -0.7026 1.5271
H 2.3422 1.2133 0.6291
H 0.8906 1.9722 -0.0081
H 1.0933 1.7884 1.7516
```

**Energy above the lowest of the compared OMol25 structures with the same formula, charge and spin**: 65.9 kcal per mole
**HOMO energy**: -0.2993 hartree
**Total charge**: 0
**LUMO level**: 0.751 eV
**Orbital gap**: 8.90 eV



The following is a DFT calculation (the ωB97M-V functional and the def2-TZVPD basis) of one molecule with the formula C5H12N4.

XYZ file:
```
21
Properties=species:S:1:pos:R:3
C -0.2001 -0.4549 -0.2524
C -0.2581 0.2252 -1.5571
C 2.3569 -0.4616 -0.3892
C 1.3030 0.1365 1.7057
C 1.0940 -0.7310 0.4881
N -1.2272 -1.0283 0.2850
N -2.5223 -0.8762 -0.1640
N -2.5351 1.3288 0.2619
N -3.0866 0.2415 0.1006
H -0.1337 1.3207 -1.4056
H -1.1907 0.0046 -1.8641
H 0.4545 -0.2461 -2.3469
H 2.3950 -1.0893 -1.3633
H 3.1820 -0.5379 0.2437
H 2.4217 0.5695 -0.8585
H 1.8618 -0.3729 2.4731
H 0.4019 0.5315 2.1309
H 1.9631 0.9699 1.5213
H 1.0799 -1.7922 0.6300
H -3.2394 2.0619 0.2362
H -4.1208 0.2005 0.1246
```

**Energy above the lowest of the compared OMol25 structures with the same formula, charge and spin**: 108.3 kcal per mole
**HOMO energy**: -0.2915 hartree
**Total charge**: 0
**LUMO level**: 0.930 eV
**Orbital gap**: 8.86 eV



The following is a DFT calculation (the ωB97M-V functional and the def2-TZVPD basis) of C5H12N4 as an isolated structure.

XYZ file:
```
21
Properties=species:S:1:pos:R:3
C 1.3461 1.4990 -0.5031
C -1.2176 0.2071 1.7230
C 0.3787 0.4906 -1.0533
N -0.2033 0.2933 2.4895
C -0.4090 0.7457 -2.0987
N -2.4277 0.5525 1.5858
H 1.2450 -0.4841 1.4234
H -0.4132 0.3638 3.4786
H -2.9392 0.1285 0.8219
H 1.0812 1.7560 0.5254
H 2.3596 1.0947 -0.4867
H 1.3315 2.4083 -1.1018
H -1.1539 0.0486 -2.4578
H -0.3324 1.6840 -2.6310
N -0.3205 -1.8610 -0.9790
C 0.2536 -0.7943 -0.2863
N 1.2999 -1.0955 0.5902
H -0.1929 -1.8646 -1.9784
H -0.2340 -2.7737 -0.5608
H 1.2723 -2.0568 0.9088
H -0.7243 -0.3421 0.5905
```

**Energy above the lowest of the compared OMol25 structures with the same formula, charge and spin**: 69.1 kcal per mole
**HOMO energy**: -0.3031 hartree
**Total charge**: 0
**LUMO level**: 0.040 eV
**Orbital gap**: 8.29 eV



The following is a DFT calculation (the ωB97M-V functional and the def2-TZVPD basis) of C5H12N4 as an isolated structure.

XYZ file:
```
21
Properties=species:S:1:pos:R:3
C -2.4741 -0.5531 0.3279
C -0.6632 0.7388 -0.0934
C 1.7072 0.1463 -0.2471
C 1.8984 -1.3787 -0.0127
C 0.4194 -1.4546 -0.2165
H -1.9962 -1.5012 0.4385
H -3.2144 -1.0428 -0.2580
H -2.8685 -0.1826 1.2556
H -2.2660 1.1933 -0.8384
H 1.0914 2.0687 1.1892
H 0.8945 3.3327 0.0416
H 2.3362 0.7448 0.2124
H 1.5800 0.3842 -1.3509
H 1.9553 -1.4435 1.3581
H 2.6507 -2.0693 -0.7243
H -0.2716 -2.2118 0.4574
H 0.0259 -1.3765 -1.2950
N -1.8598 0.2483 -0.5372
N -0.3647 2.0377 -0.1740
N 1.0245 2.3873 0.1080
N 0.3953 -0.0679 0.3589
```

**Energy above the lowest of the compared OMol25 structures with the same formula, charge and spin**: 142.2 kcal per mole
**HOMO energy**: -0.2940 hartree
**Total charge**: 0
**LUMO level**: 1.021 eV
**Orbital gap**: 9.02 eV